# 1
The ion C4H6IN2 with charge +1 at a distorted geometry. Source: the OMol25 dataset; level of theory: ωB97M-V/def2-TZVPD.

The geometry in XYZ format:
```
13
C4H6IN2, DFT ωB97M-V/def2-TZVPD
C -0.781 1.802 -0.516
C -0.025 -1.837 0.348
C -1.006 0.193 -0.290
C 1.312 0.116 0.062
N -0.592 2.085 0.661
N 0.027 -0.597 0.081
I -2.915 -0.355 -0.037
H -0.977 2.394 -1.373
H 0.954 -2.168 0.617
H -0.807 -2.476 0.374
H 1.400 0.898 0.808
H 1.415 0.647 -0.823
H 1.995 -0.703 0.090
```

Its energy above the lowest of the compared OMol25 structures with the same formula, charge and spin is 486.9 kJ/mol. Its charge is +1.



# 2
The molecule C4H6IN3O2S at a distorted geometry. Source: the OMol25 dataset; level of theory: ωB97M-V/def2-TZVPD.

The geometry in XYZ format:
```
17
C4H6IN3O2S, DFT ωB97M-V/def2-TZVPD
C -1.367 -0.295 0.122
C -0.027 -0.480 0.052
C 0.538 0.814 0.085
C -0.376 3.088 -0.282
N -1.633 1.049 -0.039
N -0.466 1.678 0.040
N -0.159 -3.074 0.496
O 1.100 -2.306 -1.481
O 2.014 -1.901 0.891
S 0.932 -1.976 -0.076
I 2.615 1.277 0.255
H -2.020 -1.143 -0.021
H 0.675 3.193 -0.649
H -1.109 3.490 -1.033
H -0.343 3.705 0.602
H -0.534 -3.638 -0.304
H 0.160 -3.481 1.342
```

As for the SMILES: Cn1ncc(S(N)(=O)=O)c1I. The total energy is -31744.518 eV.



# 3
A cluster of 2 separate species, C4H6INO in total at a distorted geometry. Source: the OMol25 dataset; level of theory: ωB97M-V/def2-TZVPD.

The geometry in XYZ format:
```
13
C4H6INO, DFT ωB97M-V/def2-TZVPD
C 0.273 -1.482 -0.169
C -0.314 -1.369 1.040
C -0.847 0.356 -0.174
C -1.430 1.671 -0.495
N 0.008 -0.355 -0.910
O -1.028 -0.193 1.006
I 4.573 -0.247 -0.071
H 1.136 -2.051 -0.503
H 3.034 -0.669 -0.022
H -0.519 -1.833 1.997
H -2.031 2.075 0.372
H -2.096 1.573 -1.309
H -0.758 2.523 -0.762
```

Its energy above the lowest of the compared OMol25 structures with the same formula, charge and spin is 124.1 kJ/mol. As for the SMILES: Cc1ncco1.I.



# 4
A structure of composition C4H6LiO2 at a distorted geometry. Source: the OMol25 dataset; level of theory: ωB97M-V/def2-TZVPD.

The geometry in XYZ format:
```
13
C4H6LiO2, DFT ωB97M-V/def2-TZVPD
O 0.373 0.569 0.406
Li -1.915 2.057 2.187
C -0.838 0.771 0.857
O -1.564 -0.303 0.853
C -2.773 -0.274 1.650
C 0.642 -0.476 -0.561
C 2.012 -0.239 -1.147
H -3.460 0.359 1.035
H 0.585 -1.444 -0.047
H -0.140 -0.450 -1.330
H 2.767 -0.134 -0.356
H 2.287 -1.099 -1.772
H 2.024 0.662 -1.775
```

Its energy above the lowest of the compared OMol25 structures with the same formula, charge and spin is 210.7 kJ/mol. Its multiplicity is 2.



# 5
A structure of composition C4H6LiO2Sr at a distorted geometry. Source: the OMol25 dataset; level of theory: ωB97M-V/def2-TZVPD.

The geometry in XYZ format:
```
14
C4H6LiO2Sr, DFT ωB97M-V/def2-TZVPD
O 1.006 -0.209 -0.043
C -0.226 0.103 -0.021
C -1.197 -0.566 0.728
Sr 2.930 1.086 -1.338
Li 1.674 -1.802 0.833
H -0.545 0.947 -0.649
H -0.914 -1.069 1.656
C -2.589 -0.202 0.652
C -2.848 -0.727 -0.677
O -3.269 0.301 1.652
H -3.539 0.340 -0.552
H -2.300 -1.623 -1.002
H -3.753 -1.112 -1.158
H -2.830 0.954 2.211
```

Its energy above the lowest of the compared OMol25 structures with the same formula, charge and spin is 0.0 kJ/mol. Its charge is +2. Its multiplicity is 2.



# 6
A structure of composition C4H6LiO7Pb at a distorted geometry. Source: the OMol25 dataset; level of theory: ωB97M-V/def2-TZVPD.

The geometry in XYZ format:
```
19
C4H6LiO7Pb, DFT ωB97M-V/def2-TZVPD
O -1.081 3.925 -2.538
C -1.336 2.883 -1.885
O -2.449 2.659 -1.349
O -0.328 2.006 -1.748
O 0.589 -1.134 -0.197
C 0.746 0.043 -0.959
C -0.552 0.833 -0.975
Li -2.947 4.385 -2.167
H 1.021 -0.258 -1.980
H 1.559 0.667 -0.553
H -0.843 1.108 0.050
H -1.359 0.233 -1.418
C 0.849 -2.387 2.723
O 1.422 -3.159 1.904
O 0.707 -2.840 3.989
H 1.129 -3.705 4.059
Pb 1.905 -3.103 -0.257
O 0.465 -1.222 2.519
H 0.506 -0.932 0.782
```

Its energy above the lowest of the compared OMol25 structures with the same formula, charge and spin is 0.0 kJ/mol. Its charge is -1.



# 7
A structure of composition C4H6LiO7Rh at a distorted geometry. Source: the OMol25 dataset; level of theory: ωB97M-V/def2-TZVPD.

The geometry in XYZ format:
```
19
C4H6LiO7Rh, DFT ωB97M-V/def2-TZVPD
O -4.197 1.352 0.267
C -3.371 0.424 0.078
O -3.704 -0.733 -0.280
O -2.076 0.738 0.251
O 1.211 -0.596 -0.223
C 0.271 0.389 0.106
C -1.097 -0.237 -0.089
Li -5.533 -0.007 -0.192
H 0.378 1.279 -0.536
H 0.396 0.701 1.157
H -1.209 -1.120 0.556
H -1.223 -0.551 -1.135
C 2.650 -0.466 0.085
O 3.280 0.126 -0.890
O 3.086 -1.771 0.353
H 3.230 -2.200 -0.497
Rh 3.426 1.814 -1.680
O 2.707 0.260 1.275
H 1.774 0.599 1.395
```

Its energy above the lowest of the compared OMol25 structures with the same formula, charge and spin is 0.0 kJ/mol. Its multiplicity is 5.



# 8
A structure of composition C4H6LiOSm at a distorted geometry. Source: the OMol25 dataset; level of theory: ωB97M-V/def2-TZVPD.

The geometry in XYZ format:
```
13
C4H6LiOSm, DFT ωB97M-V/def2-TZVPD
C 1.603 -1.135 -2.569
C 0.652 -0.162 -2.960
H 1.409 -1.410 -1.525
H 2.659 -0.902 -2.754
H -0.405 -0.344 -2.735
H 0.981 0.851 -3.210
Li 0.724 -1.149 -5.084
O -0.220 -4.279 -1.721
C 0.689 -4.236 -2.675
C 1.572 -3.257 -2.913
Sm -0.910 -4.131 0.452
H 2.216 -3.271 -3.793
H 0.622 -5.041 -3.426
```

Its charge is +2. Its multiplicity is 8. The total energy is -24381.396 eV.



# 9
A structure of composition C4H6MgO4Pt at a distorted geometry. Source: the OMol25 dataset; level of theory: ωB97M-V/def2-TZVPD.

The geometry in XYZ format:
```
16
C4H6MgO4Pt, DFT ωB97M-V/def2-TZVPD
O 4.316 -0.608 -0.147
Mg 2.530 -0.888 -0.070
O 0.790 2.356 0.500
C 1.300 1.385 1.143
C 0.761 0.091 1.107
O -0.518 0.076 0.533
C -0.874 -0.934 -0.418
C -2.164 -0.453 -1.082
O -2.055 0.868 -1.499
Pt -0.849 1.729 -0.354
H 2.295 1.558 1.668
H 0.890 -0.549 1.991
H -0.987 -1.905 0.086
H -0.074 -1.000 -1.177
H -2.991 -0.585 -0.355
H -2.370 -1.140 -1.924
```

Its multiplicity is 3. The total energy is -21118.603 eV.



# 10
A cluster of 2 separate species, C4H6N2 in total at a distorted geometry. Source: the OMol25 dataset; level of theory: ωB97M-V/def2-TZVPD.

The geometry in XYZ format:
```
12
C4H6N2, DFT ωB97M-V/def2-TZVPD
N -0.231 3.239 -0.023
C -0.007 2.106 0.038
C 0.290 0.671 0.136
C -0.812 -0.319 0.601
C -0.350 -1.178 -0.585
N 0.299 -0.088 -1.102
H 1.210 0.509 0.721
H -0.728 -0.722 1.609
H -1.813 0.078 0.416
H 0.239 -2.214 -0.359
H 0.895 -2.003 0.370
H 1.009 -0.081 -1.822
```

Its energy above the lowest of the compared OMol25 structures with the same formula, charge and spin is 519.2 kJ/mol.